1.
DFT (wB97M-V/def2-TZVPD) results for a cluster of 3 separate species, C7H12 in total in a non-equilibrium geometry.

Last columns: bonded neighbours and bond lengths (Å).
Positions of all 19 atoms, in Å:
1 C -2.40 -0.32 0.02  C2 1.485, H9 1.097, H10 1.113
2 C -1.16 0.50 -0.06  C1 1.485, C3 1.472, C7 1.510, H11 1.115
3 C -0.10 0.06 0.87  C2 1.472, C4 1.540, H12 1.092
4 C 1.26 0.45 0.25  C3 1.540, C5 1.527, C6 1.515, H14 1.109
5 C 2.29 -0.66 0.42  C4 1.527, H15 1.095, H16 1.095, H17 1.095
6 C 0.88 0.72 -1.20  C4 1.515, C7 1.333, H18 1.090
7 C -0.44 0.70 -1.37  C2 1.510, C6 1.333, H19 1.087
8 H -1.62 -1.61 0.25  no bonds
9 H -2.89 -0.26 1.00  C1 1.097
10 H -3.11 -0.05 -0.79  C1 1.113
11 H -1.79 1.36 0.26  C2 1.115
12 H -0.23 0.16 1.95  C3 1.092
13 H -0.62 -1.44 0.65  no bonds
14 H 1.68 1.39 0.68  C4 1.109
15 H 1.90 -1.59 -0.01  C5 1.095
16 H 2.49 -0.83 1.48  C5 1.095
17 H 3.24 -0.41 -0.08  C5 1.095
18 H 1.62 0.87 -1.98  C6 1.090
19 H -0.97 0.82 -2.31  C7 1.087

The max |F| is 0.05611 hartree/bohr. Its energy is -273.75006 hartree. As for the LUMO energy: 1.18 eV. The calculation puts the HOMO energy at -8.794 eV. The relative energy (zero: lowest compared OMol25 entry of this formula, charge and spin) is 4.313 eV.



2.
DFT (wB97M-V/def2-TZVPD) results for the ion C5H7O3S with charge -1 in a non-equilibrium geometry.

Last columns: bonded neighbours and bond lengths (Å).
Positions of all 16 atoms, in Å:
1 C -0.81 0.67 -1.09  C2 1.509, H10 1.072, H11 1.083, H12 1.042
2 C 0.45 0.23 -0.39  C1 1.509, C3 1.529, H13 1.118, H14 1.103
3 C 0.28 -0.46 0.97  C2 1.529, S4 1.806, C5 1.461, C7 1.711
4 S 1.59 0.06 2.09  C3 1.806, H15 1.438
5 C 0.32 -1.92 0.95  C3 1.461, O6 1.193, H16 1.103
6 O 0.42 -2.71 0.06  C5 1.193
7 C -1.18 -0.05 1.76  C3 1.711, O8 1.232, O9 1.242
8 O -2.17 -0.28 1.07  C7 1.232
9 O -1.03 0.50 2.87  C7 1.242
10 H -1.57 -0.06 -1.30  C1 1.072
11 H -0.53 1.41 -1.83  C1 1.083
12 H -1.35 1.37 -0.53  C1 1.042
13 H 1.02 1.19 -0.44  C2 1.118
14 H 1.19 -0.24 -1.05  C2 1.103
15 H 0.37 0.29 2.82  S4 1.438
16 H 0.22 -2.34 1.96  C5 1.103

The max |F| is 0.05196 hartree/bohr. Its energy is -818.65986 hartree. As for the LUMO energy: 3.50 eV. The total charge is -1. The calculation puts the HOMO energy at -4.739 eV. The relative energy (zero: lowest compared OMol25 entry of this formula, charge and spin) is 0.642 eV. The structure (SMILES) is CC[C@](S)(C=O)C(=O)[O-].



3.
DFT (wB97M-V/def2-TZVPD) results for a cluster of 6 separate species, C24H36F15N4O11 in total in a non-equilibrium geometry.

Last columns: bonded neighbours and bond lengths (Å).
Positions of all 90 atoms, in Å:
1 C -2.67 -1.37 2.14  C2 1.508, H10 1.095, H11 1.089, H12 1.086
2 C -3.32 -0.93 0.85  C1 1.508, N3 1.264, C4 1.529
3 N -4.38 -0.24 0.89  C2 1.264, H13 1.021
4 C -2.61 -1.34 -0.44  C2 1.529, N5 1.490, H14 1.091, H15 1.088
5 N -2.39 -0.21 -1.38  C4 1.490, C6 1.369, H16 1.016
6 C -1.45 0.68 -0.93  N5 1.369, N7 1.364, N8 1.337
7 N -1.68 1.73 -0.09  C6 1.364, H17 1.008, H18 1.008
8 N -0.23 0.39 -1.38  C6 1.337, O9 1.387, H19 1.018
9 O 0.82 1.03 -0.74  N8 1.387, H20 0.970
10 H -2.27 -0.48 2.62  C1 1.095
11 H -3.44 -1.76 2.82  C1 1.089
12 H -1.88 -2.09 1.98  C1 1.086
13 H -4.73 -0.01 -0.05  N3 1.021
14 H -3.16 -2.13 -0.95  C4 1.091
15 H -1.63 -1.75 -0.21  C4 1.088
16 H -3.24 0.24 -1.71  N5 1.016
17 H -2.27 2.50 -0.38  N7 1.008
18 H -1.40 1.70 0.88  N7 1.008
19 H -0.11 0.48 -2.39  N8 1.018
20 H 0.97 0.54 0.09  O9 0.970
21 C -0.77 -6.36 -4.20  C22 1.511, H30 1.090, H31 1.089, H32 1.090
22 C -1.60 -6.94 -3.07  C21 1.511, O23 1.452, H33 1.086, H34 1.089
23 O -1.11 -6.48 -1.78  C22 1.452, C24 1.311
24 C -1.52 -5.30 -1.38  O23 1.311, O25 1.199, C26 1.546
25 O -2.24 -4.53 -1.95  C24 1.199
26 C -0.95 -5.00 0.02  C24 1.546, F27 1.328, F28 1.331, F29 1.346
27 F 0.35 -5.29 0.12  C26 1.328
28 F -1.61 -5.69 0.95  C26 1.331
29 F -1.11 -3.69 0.29  C26 1.346
30 H 0.28 -6.59 -4.06  C21 1.090
31 H -1.10 -6.78 -5.15  C21 1.089
32 H -0.88 -5.27 -4.24  C21 1.090
33 H -1.50 -8.02 -3.03  C22 1.086
34 H -2.65 -6.69 -3.17  C22 1.089
35 C 3.03 0.74 -2.93  C36 1.513, H44 1.090, H45 1.088, H46 1.089
36 C 2.25 1.63 -3.88  C35 1.513, O37 1.434, H47 1.092, H48 1.092
37 O 3.09 2.60 -4.51  C36 1.434, C38 1.332
38 C 3.77 2.16 -5.57  O37 1.332, O39 1.193, C40 1.546
39 O 3.74 1.06 -6.03  C38 1.193
40 C 4.60 3.32 -6.17  C38 1.546, F41 1.334, F42 1.338, F43 1.324
41 F 5.23 4.01 -5.21  C40 1.334
42 F 3.79 4.15 -6.83  C40 1.338
43 F 5.50 2.85 -7.02  C40 1.324
44 H 3.56 1.34 -2.20  C35 1.090
45 H 2.36 0.06 -2.41  C35 1.088
46 H 3.76 0.14 -3.47  C35 1.089
47 H 1.51 2.22 -3.34  C36 1.092
48 H 1.73 1.05 -4.65  C36 1.092
49 C -7.02 -2.23 -6.36  C50 1.511, H58 1.090, H59 1.089, H60 1.089
50 C -5.77 -2.02 -5.54  C49 1.511, O51 1.452, H61 1.087, H62 1.089
51 O -5.84 -0.80 -4.76  C50 1.452, C52 1.319
52 C -6.52 -0.87 -3.63  O51 1.319, O53 1.193, C54 1.546
53 O -7.05 -1.82 -3.15  C52 1.193
54 C -6.49 0.50 -2.92  C52 1.546, F55 1.326, F56 1.369, F57 1.319
55 F -6.70 1.51 -3.76  C54 1.326
56 F -5.25 0.69 -2.37  C54 1.369
57 F -7.37 0.55 -1.94  C54 1.319
58 H -7.21 -1.36 -6.99  C49 1.090
59 H -6.90 -3.11 -6.99  C49 1.089
60 H -7.89 -2.38 -5.72  C49 1.089
61 H -4.90 -1.89 -6.18  C50 1.087
62 H -5.58 -2.86 -4.87  C50 1.089
63 C 1.13 -0.24 6.87  C64 1.510, H72 1.090, H73 1.089, H74 1.090
64 C 0.42 0.91 6.20  C63 1.510, O65 1.455, H75 1.086, H76 1.089
65 O 1.18 1.41 5.07  C64 1.455, C66 1.309
66 C 1.07 0.76 3.94  O65 1.309, O67 1.199, C68 1.546
67 O 0.40 -0.20 3.69  C66 1.199
68 C 1.93 1.46 2.86  C66 1.546, F69 1.324, F70 1.341, F71 1.345
69 F 3.14 1.77 3.30  C68 1.324
70 F 1.32 2.57 2.44  C68 1.341
71 F 2.07 0.65 1.79  C68 1.345
72 H 2.13 0.05 7.17  C63 1.090
73 H 0.58 -0.55 7.76  C63 1.089
74 H 1.21 -1.10 6.20  C63 1.090
75 H 0.32 1.76 6.87  C64 1.086
76 H -0.58 0.63 5.86  C64 1.089
77 C 5.07 3.44 4.84  C78 1.513, H86 1.090, H87 1.087, H88 1.090
78 C 6.48 3.76 5.30  C77 1.513, O79 1.443, H89 1.087, H90 1.089
79 O 6.53 5.00 6.04  C78 1.443, C80 1.324
80 C 6.17 4.92 7.31  O79 1.324, O81 1.195, C82 1.546
81 O 5.81 3.95 7.90  C80 1.195
82 C 6.32 6.31 7.97  C80 1.546, F83 1.336, F84 1.338, F85 1.327
83 F 5.82 7.27 7.19  C82 1.336
84 F 7.61 6.57 8.19  C82 1.338
85 F 5.68 6.33 9.14  C82 1.327
86 H 4.67 4.27 4.26  C77 1.090
87 H 5.08 2.55 4.23  C77 1.087
88 H 4.42 3.28 5.70  C77 1.090
89 H 7.15 3.91 4.45  C78 1.087
90 H 6.89 2.95 5.91  C78 1.089

The max |F| is 0.03030 hartree/bohr. Its energy is -3480.51163 hartree. As for the LUMO energy: -4.90 eV. The total charge is +1. The calculation puts the HOMO energy at -12.655 eV.



4.
DFT (wB97M-V/def2-TZVPD) results for a cluster of 2 separate species, C4H5OS2 in total in a non-equilibrium geometry.

Last columns: bonded neighbours and bond lengths (Å).
Positions of all 12 atoms, in Å:
1 C 1.08 -1.29 0.15  C2 1.312, H8 1.087, H9 1.081
2 C 1.16 -0.01 0.43  C1 1.312, C4 1.520, H10 1.116
3 C -1.02 0.27 -1.25  O5 1.238, S6 1.604
4 C -0.02 0.94 0.43  C2 1.520, S7 1.759, H11 1.085
5 O -2.10 -0.22 -0.90  C3 1.238
6 S -0.01 0.35 -2.50  C3 1.604
7 S -1.29 0.80 1.64  C4 1.759, H12 1.349
8 H 1.99 -1.87 0.02  C1 1.087
9 H 0.27 -1.92 -0.21  C1 1.081
10 H 2.11 0.50 0.73  C2 1.116
11 H 0.28 1.99 0.41  C4 1.085
12 H -2.45 0.46 1.04  S7 1.349

The max |F| is 0.08667 hartree/bohr. Its energy is -1027.00941 hartree. As for the LUMO energy: 3.58 eV. The total charge is -1. The calculation puts the HOMO energy at -3.338 eV. The relative energy (zero: lowest compared OMol25 entry of this formula, charge and spin) is 0.990 eV.



Number 4 is which compound?
C4H5OS2